No. 1
{"formula": "C46H42N7O4PPdS2", "method": "ωB97M-V/def2-TZVPD", "relative_energy_kcal_mol": 0.00, "homo_lumo_gap_ev": [6.48, 4.28], "s_squared": 6.15, "total_charge": 2, "spin_multiplicity": 5, "e_lumo_ev": [-6.41, -8.65], "largest_force_ev_per_a": 0.6, "energy_ev": -101433.1879, "species": ["Pd", "C", "C", "C", "C", "N", "C", "N", "C", "N", "C", "N", "C", "C", "C", "C", "C", "N", "C", "C", "C", "C", "C", "C", "H", "H", "H", "H", "H", "H", "H", "H", "H", "H", "H", "H", "S", "C", "C", "C", "C", "C", "C", "N", "C", "C", "C", "C", "C", "C", "C", "C", "N", "C", "C", "C", "C", "C", "S", "C", "H", "H", "H", "H", "H", "H", "H", "H", "H", "H", "H", "H", "C", "C", "C", "C", "O", "P", "O", "O", "O", "C", "C", "C", "C", "H", "H", "H", "H", "H", "H", "H", "H", "H", "H", "H", "H", "H", "H", "H", "H", "H", "H"], "positions_angstrom": [[0.0276, 0.0903, -0.1111], [3.3918, 1.9922, -2.4772], [4.3980, 2.2301, -1.5543], [4.2895, 1.6405, -0.3142], [3.1764, 0.8455, -0.0036], [2.1557, 0.6952, -0.8748], [2.3042, 1.2317, -2.0860], [3.2716, 0.1862, 1.2098], [2.4318, -0.6140, 1.7872], [1.1412, -0.9337, 1.3969], [0.5856, -1.6798, 2.4048], [-0.6493, -2.0997, 2.5200], [-1.7461, -1.8696, 1.7218], [-2.9641, -2.2814, 2.2863], [-4.1439, -2.1129, 1.5902], [-4.0804, -1.5475, 0.3312], [-2.8387, -1.1694, -0.1673], [-1.6941, -1.3211, 0.4881], [1.5927, -1.9409, 3.4520], [1.5217, -2.6451, 4.6356], [2.6679, -2.6759, 5.4247], [3.8306, -2.0166, 5.0315], [3.8820, -1.2970, 3.8419], [2.7401, -1.2765, 3.0699], [3.4444, 2.3818, -3.4882], [5.2631, 2.8311, -1.8093], [5.0571, 1.7343, 0.4446], [1.5197, 1.0285, -2.7996], [-2.9302, -2.7183, 3.2765], [-5.0910, -2.4235, 2.0169], [-4.9715, -1.3959, -0.2676], [-2.7712, -0.7246, -1.1478], [0.6099, -3.1510, 4.9353], [2.6549, -3.2189, 6.3623], [4.7087, -2.0643, 5.6649], [4.7788, -0.7716, 3.5335], [-1.1185, -4.1030, -5.9901], [-0.9010, -5.7426, -5.6067], [-0.5930, -5.9260, -4.2927], [-0.5303, -4.7013, -3.5858], [-0.7889, -3.6062, -4.3733], [-0.8309, -2.2041, -3.9819], [-0.4678, -1.8192, -2.6625], [-0.5088, -0.5864, -2.2265], [-0.9167, 0.3982, -3.0708], [-1.2491, 0.1348, -4.4059], [-1.6075, 1.2309, -5.2740], [-1.6134, 2.4962, -4.8282], [-1.2811, 2.7923, -3.4559], [-1.2226, 4.0752, -2.9502], [-0.8977, 4.2853, -1.6015], [-0.6409, 3.1405, -0.7769], [-0.6785, 1.9308, -1.2568], [-0.9710, 1.7323, -2.5738], [-0.8224, 5.5701, -1.0230], [-0.6008, 5.8830, 0.3538], [-0.5727, 7.2378, 0.5750], [-0.7697, 7.9738, -0.6026], [-0.9985, 7.0147, -1.9846], [-1.2053, -1.1913, -4.8412], [-1.0101, -6.4997, -6.3742], [-0.4182, -6.8997, -3.8478], [-0.2973, -4.6453, -2.5255], [-0.1291, -2.5611, -1.9511], [-1.8620, 1.0112, -6.3062], [-1.8674, 3.3163, -5.4950], [-1.4387, 4.9158, -3.6090], [-0.4567, 3.2397, 0.2956], [-0.5278, 5.1289, 1.1498], [-0.4255, 7.6921, 1.5483], [-0.7924, 9.0566, -0.6955], [-1.4738, -1.4192, -5.8691], [-5.1013, 1.6764, 2.7995], [-3.9105, 2.5663, 2.5069], [-4.0432, 3.8874, 3.2564], [-3.7946, 2.8139, 1.0034], [-2.7625, 1.8101, 3.0281], [-1.2074, 2.0390, 2.7255], [-0.8761, 3.4825, 2.5304], [-0.7748, 1.1303, 1.5989], [-0.5558, 1.3403, 3.9970], [-0.5045, 1.7183, 5.4303], [0.4845, 0.7234, 6.0110], [-1.8770, 1.5296, 6.0616], [0.0017, 3.1426, 5.6495], [-6.0219, 2.1487, 2.4465], [-5.1842, 1.5065, 3.8754], [-4.9819, 0.7083, 2.3036], [-4.8956, 4.4500, 2.8626], [-3.1357, 4.4810, 3.1405], [-4.2116, 3.7058, 4.3216], [-4.7463, 3.1833, 0.6113], [-3.5235, 1.8912, 0.4852], [-3.0217, 3.5625, 0.8106], [0.1304, -0.3001, 5.8471], [0.5993, 0.8908, 7.0849], [1.4591, 0.8384, 5.5267], [-2.2508, 0.5187, 5.8726], [-2.5980, 2.2437, 5.6583], [-1.8028, 1.6814, 7.1403], [0.9918, 3.2703, 5.2012], [0.0681, 3.3360, 6.7229], [-0.6677, 3.8746, 5.2021]], "forces_ev_per_angstrom": [[-0.002, 0.075, 0.124], [0.013, 0.036, -0.141], [0.053, 0.033, -0.020], [0.050, -0.150, 0.253], [-0.028, -0.142, 0.031], [0.126, 0.132, 0.326], [-0.036, 0.010, -0.095], [-0.272, -0.144, 0.143], [0.394, 0.420, -0.256], [-0.231, -0.439, 0.328], [-0.165, 0.113, -0.316], [-0.064, 0.156, 0.001], [0.306, -0.094, 0.129], [0.194, -0.051, 0.152], [-0.078, -0.054, 0.075], [-0.072, 0.027, -0.126], [-0.012, -0.070, 0.047], [-0.155, 0.294, 0.146], [-0.309, -0.043, -0.090], [-0.092, -0.143, 0.118], [-0.094, -0.043, 0.020], [0.070, 0.032, 0.008], [0.204, 0.087, 0.035], [0.007, 0.138, -0.262], [-0.027, -0.059, 0.126], [-0.071, -0.035, 0.029], [-0.064, -0.004, -0.105], [-0.098, 0.025, -0.002], [-0.018, 0.020, -0.102], [0.094, 0.038, -0.018], [0.111, 0.003, 0.051], [0.008, 0.082, -0.126], [0.105, 0.052, -0.028], [0.016, 0.029, -0.065], [-0.068, 0.010, -0.035], [-0.079, -0.050, 0.033], [-0.017, 0.121, -0.151], [-0.035, -0.154, -0.153], [0.059, -0.037, 0.243], [0.121, -0.124, 0.286], [-0.052, 0.016, -0.011], [0.034, -0.172, 0.066], [0.040, -0.056, -0.001], [0.189, -0.136, -0.196], [-0.017, -0.058, 0.068], [-0.040, 0.202, -0.023], [-0.035, -0.350, -0.166], [-0.009, 0.358, 0.078], [-0.011, -0.342, -0.132], [-0.022, 0.380, 0.131], [-0.001, -0.307, 0.040], [-0.259, 0.123, 0.153], [-0.119, -0.191, -0.503], [0.111, 0.134, 0.149], [0.028, 0.234, 0.235], [-0.135, -0.383, -0.013], [-0.016, 0.275, -0.093], [0.002, 0.176, 0.074], [0.095, 0.020, 0.433], [-0.054, -0.117, -0.273], [0.013, 0.150, 0.121], [-0.026, 0.187, -0.069], [-0.061, -0.031, -0.212], [-0.001, -0.014, -0.006], [0.031, -0.007, 0.113], [0.042, -0.100, 0.129], [0.034, -0.140, 0.117], [0.049, -0.049, -0.085], [0.006, 0.111, -0.228], [-0.033, -0.006, -0.178], [0.013, -0.219, 0.048], [0.018, 0.053, 0.092], [-0.078, -0.182, 0.059], [0.213, -0.013, 0.107], [0.112, -0.051, 0.047], [0.272, -0.025, 0.090], [-0.426, 0.241, -0.323], [0.327, 0.111, 0.528], [-0.087, 0.140, -0.190], [-0.147, -0.038, -0.314], [0.177, 0.361, 0.438], [-0.072, -0.031, -0.153], [0.053, -0.158, -0.076], [-0.104, -0.042, -0.213], [0.029, -0.136, -0.410], [0.068, -0.057, 0.049], [-0.011, -0.015, -0.092], [-0.038, 0.094, 0.022], [0.079, -0.061, 0.062], [-0.023, -0.014, -0.003], [0.016, 0.027, -0.112], [0.100, -0.045, 0.058], [-0.048, -0.035, -0.017], [-0.009, -0.009, -0.029], [0.058, 0.136, 0.050], [0.005, -0.026, -0.093], [-0.073, -0.036, 0.075], [0.046, 0.111, 0.023], [0.054, -0.048, 0.041], [-0.008, -0.011, -0.055], [-0.102, -0.008, 0.077], [0.011, -0.045, -0.093], [-0.051, 0.029, -0.019]]}



No. 2
{"formula": "C26H43FNO15PS3", "method": "ωB97M-V/def2-TZVPD", "homo_lumo_gap_ev": 7.52, "smiles": "CC(=O)N(C)CCCCc1cc(P(=O)(O)O)c(F)c2c1C(=O)C=CC2=O.CCOS(C)(=O)=O.CCOS(C)(=O)=O.CCOS(C)(=O)=O", "total_charge": 0, "e_lumo_ev": -1.93, "largest_force_ev_per_a": 5.1, "energy_ev": -104366.7564, "species": ["C", "C", "O", "N", "C", "C", "C", "C", "C", "C", "C", "C", "P", "O", "O", "O", "C", "F", "C", "C", "C", "O", "C", "C", "C", "O", "H", "H", "H", "H", "H", "H", "H", "H", "H", "H", "H", "H", "H", "H", "H", "H", "H", "H", "H", "C", "C", "O", "S", "C", "O", "O", "H", "H", "H", "H", "H", "H", "H", "H", "C", "C", "O", "S", "C", "O", "O", "H", "H", "H", "H", "H", "H", "H", "H", "C", "C", "O", "S", "C", "O", "O", "H", "H", "H", "H", "H", "H", "H", "H"], "positions_angstrom": [[-2.2171, 1.4126, 2.8039], [-1.3124, 0.2583, 2.1045], [-0.0790, 0.2042, 2.3538], [-2.0433, -0.6440, 1.1847], [-2.6866, -1.7509, 2.0007], [-1.1202, -1.2224, 0.1519], [-1.8670, -1.9815, -1.0451], [-0.9014, -2.5137, -2.2109], [0.4098, -1.6212, -2.4606], [1.6444, -1.9942, -1.4791], [2.0245, -3.5065, -1.3804], [3.1709, -3.9468, -0.4308], [3.5584, -5.7909, -0.3315], [5.0765, -6.0499, -0.1945], [2.7433, -6.5918, 0.9357], [3.0872, -6.4622, -1.8464], [3.9062, -2.8394, 0.3776], [4.9285, -3.2587, 1.2626], [3.5260, -1.3195, 0.2746], [2.3706, -0.8764, -0.6917], [2.0622, 0.6778, -0.7630], [1.6864, 1.3185, -1.7804], [2.2934, 1.5495, 0.5798], [3.3302, 1.1092, 1.4707], [4.2560, -0.1727, 1.1368], [5.4326, -0.2529, 1.5545], [-1.5668, 2.3159, 3.0654], [-2.6891, 0.9520, 3.7394], [-3.0607, 1.7439, 2.0967], [-2.3961, -1.5581, 3.0946], [-3.8185, -1.6571, 1.8306], [-2.2949, -2.7693, 1.6598], [-0.4625, -0.3515, -0.2274], [-0.4033, -1.9322, 0.7246], [-2.7305, -1.3195, -1.3950], [-2.3594, -2.9215, -0.5765], [-0.6003, -3.6206, -2.1097], [-1.5192, -2.4637, -3.1907], [0.1746, -0.5053, -2.4856], [0.7899, -1.8934, -3.5221], [1.4349, -4.2881, -1.9750], [2.4926, -5.9716, 1.6577], [2.1381, -6.7295, -1.8111], [1.6505, 2.4736, 0.7841], [3.4696, 1.7158, 2.4301], [-1.6669, 2.8274, -2.3839], [-0.7723, 3.7830, -1.6165], [-1.1670, 5.1404, -1.8105], [-2.4646, 5.6859, -1.0149], [-2.2078, 7.4098, -1.3309], [-2.2864, 5.4424, 0.3938], [-3.6491, 5.2658, -1.7152], [-2.6800, 2.8226, -1.9751], [-1.2769, 1.8077, -2.3300], [-1.7424, 3.1254, -3.4324], [-0.7487, 3.5345, -0.5514], [0.2497, 3.6937, -1.9921], [-1.2862, 7.7251, -0.8425], [-3.0569, 7.9558, -0.9190], [-2.1517, 7.5655, -2.4076], [4.6431, 5.9951, -6.2855], [3.7227, 4.7989, -6.1282], [4.0524, 4.0304, -4.9720], [3.6036, 4.5893, -3.5209], [3.9113, 3.1042, -2.6069], [2.1846, 4.8384, -3.5342], [4.5470, 5.5897, -3.0978], [4.4836, 6.7218, -5.4860], [4.4622, 6.4978, -7.2387], [5.6903, 5.6869, -6.2384], [2.6740, 5.1069, -6.1017], [3.8438, 4.1391, -6.9907], [3.2322, 2.3284, -2.9556], [3.7301, 3.3154, -1.5527], [4.9497, 2.8087, -2.7541], [-2.3881, -5.5192, 5.0507], [-3.5784, -5.8932, 5.9144], [-4.2537, -4.7368, 6.4081], [-5.2193, -3.9189, 5.3999], [-6.0204, -2.9198, 6.6237], [-6.1866, -4.8256, 4.8392], [-4.4093, -3.0639, 4.5731], [-2.7103, -5.0404, 4.1232], [-1.8088, -6.4076, 4.7875], [-1.7385, -4.8116, 5.5715], [-4.2709, -6.5442, 5.3742], [-3.2264, -6.4493, 6.7865], [-6.5988, -3.5656, 7.2837], [-6.6806, -2.2229, 6.1070], [-5.2623, -2.3709, 7.1813]], "forces_ev_per_angstrom": [[-0.005, -0.776, -0.637], [1.648, 0.881, 0.825], [-3.953, 0.009, -1.348], [1.545, -0.085, 0.404], [-0.581, 0.709, 0.253], [1.243, -0.080, 0.240], [-0.154, -0.688, 1.362], [-0.327, 0.626, -0.836], [0.849, -0.908, -0.469], [0.837, -0.103, 0.807], [1.983, 2.898, 2.536], [-1.940, 3.336, -0.553], [4.811, -1.802, -0.104], [-4.597, 1.081, -0.401], [0.198, 2.024, -2.029], [-1.056, 1.089, 3.315], [-1.317, 0.566, -0.993], [-2.627, 1.238, -2.171], [-1.118, -1.756, -1.291], [1.395, -3.748, 0.663], [-0.586, 2.142, -0.580], [0.825, -2.845, 3.005], [2.596, -2.709, 1.216], [-2.332, 0.726, -2.108], [1.246, -0.017, 0.893], [-4.192, 0.171, -1.476], [-0.841, -1.517, -0.270], [0.671, 0.764, -1.205], [1.322, -0.620, 1.064], [-0.814, -0.735, -1.479], [1.689, -0.552, 0.600], [-0.571, 1.424, 0.587], [-1.135, -1.380, 0.407], [-0.851, 0.859, -1.216], [1.375, -0.834, 0.143], [0.609, 1.552, -0.793], [-0.557, 1.767, 0.187], [1.035, -0.122, 1.554], [0.444, -1.576, 0.276], [-0.584, 0.525, 1.655], [1.123, 1.440, 0.970], [0.256, -0.430, -0.697], [0.825, 0.112, -0.142], [1.065, -1.564, -0.541], [0.299, -1.179, -1.528], [-0.373, -0.038, 0.054], [0.281, -1.037, -0.118], [-0.622, 0.817, 0.427], [0.616, 0.190, -0.490], [0.140, -0.003, -0.048], [-0.305, -0.231, -0.561], [0.354, -0.002, 0.602], [0.074, -0.023, -0.023], [0.096, 0.099, 0.008], [0.119, -0.034, 0.080], [-0.121, 0.173, 0.020], [-0.107, 0.371, 0.016], [-0.077, -0.091, -0.054], [0.008, -0.181, 0.010], [-0.006, -0.074, 0.085], [0.056, 0.249, 0.210], [-0.033, 0.654, -0.752], [-0.202, -0.166, 0.920], [0.358, -0.655, -0.127], [0.132, -0.051, -0.276], [0.598, 0.287, -0.072], [-0.682, -0.130, -0.202], [0.000, -0.056, -0.075], [-0.016, -0.120, 0.029], [-0.103, -0.028, -0.078], [0.038, -0.076, 0.177], [-0.002, -0.197, 0.314], [0.093, 0.182, -0.011], [-0.040, 0.119, -0.121], [-0.050, 0.113, -0.016], [0.019, 0.194, -0.270], [0.629, -0.680, -0.431], [-0.730, 0.670, -0.144], [0.026, -0.077, 0.707], [0.078, -0.067, 0.129], [0.670, 0.364, -0.094], [-0.388, -0.487, 0.010], [0.014, -0.056, 0.064], [-0.073, 0.020, 0.105], [-0.038, -0.123, 0.026], [-0.097, 0.170, 0.037], [-0.247, 0.262, 0.097], [0.089, 0.021, -0.094], [0.100, -0.121, -0.093], [-0.028, -0.066, -0.076]]}